Record 1
122
Properties=species:S:1:pos:R:3:mulliken_charge:R:1 method="wB97M-V/def2-TZVPD" homo_energy_ev=-10.0389 gap_ev=6.4 fmax_ev_per_a=4.4 charge=+1 e_above_lowest_kcal_mol=25.44 e_tot_ha=-6264.15914
In -0.66182 1.33887 2.29319 2.11
C -3.28750 4.09841 1.76858 -0.81
Si -3.62355 2.93738 3.30900 -0.03
C -3.49064 3.68475 5.05744 -1.35
C -5.48337 2.68218 3.06815 -1.32
N -2.88271 1.39954 2.90043 0.82
C -3.23451 0.20726 3.51776 0.40
C -4.06472 0.12526 4.64492 -0.34
C -4.52535 -1.08993 5.11731 -1.21
C -4.11123 -2.27252 4.52523 -0.94
C -3.20347 -2.22866 3.47937 -1.07
C -2.78772 -1.00655 2.98097 0.83
O -1.85713 -0.86973 1.96144 0.46
C -1.44754 -2.04294 1.31961 -0.48
C -2.21221 -2.52390 0.27275 -0.06
C -1.82199 -3.68796 -0.37044 -0.55
C -0.66311 -4.34679 0.02001 -0.76
C 0.10152 -3.84208 1.06061 -0.94
C -0.29764 -2.69045 1.72419 -0.29
H -3.45128 5.12474 2.10172 0.70
H -4.04254 3.86805 1.01451 0.37
H -1.54307 4.81921 1.08264 0.35
H -3.98388 4.65727 5.08093 0.43
H -2.46952 3.84187 5.39702 0.47
H -3.96049 3.04267 5.80241 0.46
H -5.94982 3.62072 2.75495 0.47
H -5.97171 2.36651 3.99064 0.42
H -5.68884 1.92484 2.30902 0.27
H -4.37936 1.04107 5.12481 0.31
H -5.20547 -1.11569 5.95846 0.44
H -4.47306 -3.22600 4.88379 0.44
H -2.84060 -3.14301 3.02966 0.52
H -3.10957 -1.99276 -0.01969 0.57
H -2.42473 -4.08083 -1.17840 0.44
H -0.36399 -5.25791 -0.48102 0.45
H 1.00481 -4.35158 1.37049 0.41
H 0.26813 -2.30313 2.56052 1.05
O 0.75791 2.41151 0.75782 -0.52
H 1.22453 1.71701 0.26136 0.04
H 1.40265 2.91981 1.28079 0.30
C -4.63690 1.68425 -0.99786 -0.93
N -3.25196 2.12235 -1.15527 0.57
C -2.95470 3.17245 -2.12594 -1.11
C -2.30250 1.55645 -0.47433 -0.59
N -1.45202 1.02115 0.10667 0.26
H -5.26719 2.54179 -0.75870 0.36
H -4.70517 0.95958 -0.18984 0.24
H -4.99880 1.23311 -1.92298 0.32
H -3.54472 4.06105 -1.89850 0.36
H -3.20299 2.83431 -3.13295 0.40
H -1.89913 3.42614 -2.07811 0.28
F -0.11118 4.69515 5.04244 -0.34
Te -0.94465 4.04720 3.51298 1.36
F 0.90434 3.29496 3.22002 -0.69
F -0.00848 5.30015 2.36157 -0.51
F -1.90363 5.74320 3.72431 -0.43
F -0.80665 2.22950 4.69712 -0.68
O -1.98549 3.95702 1.14151 -0.60
C 0.47091 -3.51597 -3.47606 -1.98
C 0.04434 -2.12242 -3.95947 2.75
C -1.31363 -1.81189 -3.30871 -1.62
C -0.14551 -2.17239 -5.48528 -1.65
Si 1.38295 -0.82363 -3.49519 -2.25
Br 1.19652 -0.61726 -1.21081 0.06
C 1.02355 0.95243 -4.14695 3.02
C 1.58687 1.11187 -5.57050 -1.73
C -0.48467 1.23965 -4.20006 -2.18
C 1.63296 2.03868 -3.24506 -1.87
C 3.20437 -1.40929 -3.70227 2.77
C 4.17073 -0.23914 -3.46904 -1.55
C 3.58623 -2.50087 -2.68971 -1.64
C 3.42630 -1.95738 -5.12191 -1.79
H -0.33576 -4.23172 -3.66475 0.67
H 0.67274 -3.51624 -2.40270 0.19
H 1.35180 -3.87980 -4.00489 0.38
H -1.98031 -2.66824 -3.45320 0.63
H -1.79381 -0.94640 -3.76155 0.29
H -1.22498 -1.63636 -2.23632 -0.10
H -0.91159 -2.91081 -5.73932 0.52
H 0.77390 -2.45699 -5.99923 0.30
H -0.47064 -1.21102 -5.88590 0.35
H 1.20753 0.34356 -6.24815 0.34
H 2.67514 1.07274 -5.58556 0.34
H 1.29065 2.08395 -5.97587 0.52
H -0.99368 0.62099 -4.93838 0.20
H -0.63623 2.28535 -4.48805 0.70
H -0.94831 1.08404 -3.22179 0.19
H 2.68858 1.87627 -3.03409 0.27
H 1.09716 2.10110 -2.29601 0.24
H 1.53953 3.00838 -3.74417 0.56
H 4.03459 0.19890 -2.47927 -0.08
H 4.06111 0.54335 -4.21894 0.32
H 5.20070 -0.60231 -3.52345 0.59
H 3.48309 -2.15034 -1.66179 0.01
H 4.63612 -2.77138 -2.84258 0.57
H 2.99382 -3.40709 -2.79841 0.27
H 3.18361 -1.21610 -5.88611 0.32
H 2.83148 -2.85235 -5.30918 0.33
H 4.47807 -2.23012 -5.24879 0.53
C 2.65344 0.31859 5.27462 -1.36
C 1.68376 0.93801 4.50634 -0.30
N 1.37115 0.47870 3.28943 0.34
C 2.00105 -0.59188 2.79126 -0.78
C 2.92683 -1.30756 3.52693 -0.09
C 3.25384 -0.83277 4.79560 -0.49
C 3.47697 -2.60915 3.08503 -1.14
C 4.24818 -2.89666 2.03686 -0.70
C 4.79258 -1.96901 1.03132 1.27
C 5.81959 -2.39888 0.19541 -0.71
C 6.33786 -1.47720 -0.69676 -0.49
N 5.87276 -0.23436 -0.78183 -0.48
C 4.88366 0.07337 0.04730 -0.42
N 4.32025 -0.72009 0.94834 0.01
H 2.89868 0.72173 6.24638 0.48
H 1.15368 1.80101 4.86976 0.49
H 1.75607 -0.87787 1.77738 1.47
H 3.98058 -1.36521 5.39681 0.59
H 3.26413 -3.41641 3.78030 0.53
H 4.59047 -3.91966 1.92841 0.39
H 6.20444 -3.40746 0.25561 0.44
H 7.15333 -1.73321 -1.36417 0.45
H 4.49690 1.08597 -0.01598 0.59

Record 2
128
Properties=species:S:1:pos:R:3:mulliken_charge:R:1 method="wB97M-V/def2-TZVPD" homo_energy_ev=-8.1350 gap_ev=8.7 fmax_ev_per_a=2.1 charge=0 e_tot_ha=-6752.13638
C -0.74580 -2.43333 6.95770 -1.00
C 0.03838 -1.71534 5.82872 -0.38
C -0.89240 -0.73491 5.07708 -1.45
C -1.61886 -1.39617 3.85908 0.88
C -3.11238 -1.41685 4.17914 -1.85
N -1.16159 -0.74723 2.62497 0.08
Cl 0.53730 -1.08931 2.52059 -0.18
C -1.90556 -1.00196 1.38797 2.25
C -3.11858 0.06936 1.42112 -1.75
N -2.81535 1.21981 2.30195 -0.43
C -2.40608 -2.45609 1.22608 -1.34
Br -1.07831 -3.65297 0.34862 -0.13
C -3.74715 -2.64559 0.46994 0.51
C -4.23005 -4.10547 0.71194 -1.54
C -1.08285 -0.50935 0.15667 -2.06
C -1.84489 -0.70679 -1.18795 -0.70
C -1.49855 0.31749 -2.25345 -0.42
C -0.54440 0.16457 -3.22210 -0.07
C -0.38201 1.16562 -4.15342 -0.64
C -1.14260 2.30055 -4.16294 1.08
C -1.03050 3.39767 -5.19281 -1.17
C -2.08442 2.46042 -3.16781 -0.99
C -2.24389 1.47139 -2.24980 -0.83
O -0.70570 0.85406 0.31383 -0.32
C 0.67854 1.06940 0.05870 -0.54
C 0.92384 2.53826 -0.35715 -0.61
C 2.29570 2.60062 -1.07667 -0.53
C 2.30315 3.76191 -2.09880 -0.24
C 3.69843 3.85521 -2.76766 -0.44
C 3.60766 4.22199 -4.28711 -0.64
C 4.19585 3.12389 -5.16919 -0.57
C 4.03899 3.36212 -6.68167 -0.91
S 2.66744 2.46190 -7.45662 -0.11
C 3.36690 0.94776 -7.95600 0.49
N 4.55644 0.64834 -8.32680 -0.24
N 4.55267 -0.69939 -8.58982 -0.50
C 3.37343 -1.13438 -8.38764 0.02
O 2.55781 -0.12853 -7.98977 -0.26
H -1.30736 -3.29295 6.57525 0.25
H -1.47240 -1.77030 7.43804 0.37
H -0.08225 -2.80000 7.74341 0.17
H 0.85559 -1.18088 6.31516 0.47
H 0.37787 -2.51462 5.16846 0.25
H -1.66095 -0.46282 5.80592 0.55
H -0.40049 0.19830 4.80250 0.42
H -1.26051 -2.44093 3.87541 0.37
H -3.76589 -1.75365 3.37024 0.21
H -3.26672 -2.08204 5.03125 0.53
H -3.49390 -0.43958 4.48906 0.39
H -4.00435 -0.37165 1.86992 1.19
H -3.30905 0.49181 0.43856 -0.15
H -2.59091 2.03161 1.74383 0.30
H -3.60897 1.41250 2.89684 0.24
H -2.57523 -2.96491 2.16900 0.87
H -4.53899 -2.02597 0.88428 -0.23
H -3.62485 -2.57493 -0.60716 0.13
H -5.28888 -4.14025 0.43321 0.38
H -3.71587 -4.81032 0.06228 0.41
H -4.16947 -4.39096 1.76502 0.36
H -0.15478 -1.06797 0.02146 1.44
H -2.92794 -0.65265 -1.07845 0.21
H -1.63445 -1.68843 -1.61938 0.72
H 0.06413 -0.73274 -3.25524 0.51
H 0.35651 1.03889 -4.94323 0.55
H -1.18869 2.97842 -6.19208 0.35
H -0.05885 3.88975 -5.21878 0.11
H -1.84168 4.11330 -5.05475 0.36
H -2.70346 3.34910 -3.12910 0.30
H -3.00444 1.61062 -1.48549 0.22
H 1.29864 0.88811 0.93892 0.24
H 0.99563 0.47688 -0.80540 0.29
H 1.06509 3.09036 0.57785 0.41
H 0.09507 2.94389 -0.93665 0.44
H 3.10442 2.76896 -0.35458 0.02
H 2.51035 1.68394 -1.63761 0.52
H 1.50432 3.54360 -2.81390 -0.01
H 2.06032 4.68084 -1.55697 0.28
H 4.23833 2.90965 -2.69366 0.56
H 4.21525 4.68951 -2.29179 -0.03
H 2.55770 4.43819 -4.49953 0.28
H 4.15279 5.15135 -4.48545 0.40
H 3.80678 2.12981 -4.92937 0.34
H 5.27228 3.09646 -4.96331 0.25
H 4.94861 3.07667 -7.21451 0.50
H 3.88566 4.41994 -6.90509 0.46
H 3.08617 -2.16158 -8.51372 0.41
C 0.96194 -8.28845 5.57494 -1.11
C 1.51755 -6.88368 5.66441 -0.26
O 0.89065 -6.14180 6.72769 -0.25
C 1.34889 -6.37251 7.95134 0.26
O 2.22339 -7.13248 8.24664 -0.52
C 0.61225 -5.47447 8.95516 0.98
F -0.71106 -5.47820 8.74914 -0.26
F 1.03397 -4.20451 8.84592 -0.26
F 0.81832 -5.86307 10.21059 -0.25
H -0.12367 -8.26344 5.47201 0.30
H 1.38634 -8.81184 4.71879 0.37
H 1.18846 -8.85945 6.47515 0.32
H 1.30028 -6.33589 4.74950 0.33
H 2.59954 -6.88545 5.79346 0.33
C 9.45212 5.89003 -1.37334 -1.10
C 9.12490 6.05320 0.09521 -0.22
O 7.70273 6.02402 0.31878 -0.31
C 7.14360 4.82091 0.35325 0.28
O 7.70914 3.77677 0.21595 -0.51
C 5.64158 4.95371 0.64136 0.96
F 5.07009 5.91016 -0.10465 -0.27
F 5.42326 5.27742 1.92389 -0.28
F 4.99499 3.81593 0.39754 -0.22
H 8.92885 6.64115 -1.96650 0.30
H 10.52412 5.99293 -1.53848 0.37
H 9.13913 4.91265 -1.73994 0.32
H 9.46307 7.02527 0.44853 0.32
H 9.61768 5.29598 0.70443 0.32
C -8.96601 -2.96424 -3.05058 -1.11
C -8.11657 -1.73518 -3.29110 -0.22
O -8.11414 -0.86916 -2.13925 -0.33
C -7.29581 -1.21158 -1.15563 0.29
O -6.57008 -2.16261 -1.13852 -0.47
C -7.37113 -0.17361 -0.02566 0.98
F -8.63549 0.14291 0.27269 -0.26
F -6.74164 0.95538 -0.38046 -0.27
F -6.79310 -0.62747 1.08701 -0.24
H -9.97511 -2.67815 -2.75140 0.31
H -9.02342 -3.56993 -3.95431 0.37
H -8.55310 -3.57780 -2.25010 0.31
H -8.53175 -1.14640 -4.10643 0.35
H -7.09560 -1.99804 -3.56663 0.29